A single C2H4O3S2 molecule, computed with ωB97M-V/def2-TZVPD.

XYZ file:
```
11
Properties=species:S:1:pos:R:3
C 0.35 1.13 0.50
C -0.24 -0.21 0.16
O -2.80 2.38 1.88
O -2.25 1.67 -0.44
O -0.45 1.97 1.27
S 1.05 2.01 -1.00
S -1.96 2.50 0.69
H 1.28 0.92 1.05
H -1.14 -0.10 -0.25
H -0.51 -0.75 1.05
H 0.30 -0.87 -0.46
```

Its calculated total energy is -29947.9497 eV. The lowest unoccupied orbital energy (spin up / spin down) is 0.7 / -3.4 eV. The spin multiplicity is 3. Its frontier orbital gap (spin up / spin down) is 0.3955 / 0.2296 Eh. The value obtained for the relative energy (zero: lowest compared OMol25 entry of this formula, charge and spin) is 0.0 kJ/mol.